Here is a cluster of 2 separate species, C2H8O2 in total in a non-equilibrium geometry from OMol25. Energies are from ωB97M-V with the def2-TZVPD basis set.

XYZ file:
```
12
Properties=species:S:1:pos:R:3:forces:R:3:nbo_charge:R:1
O -1.13773 0.14204 0.65453 0.619 0.159 0.038 -0.73
O 1.16347 -0.06727 -0.63738 -0.640 0.102 0.203 -0.73
C 2.49408 -0.40854 -0.88078 0.986 1.384 -1.587 -0.24
C -2.42901 0.55192 1.03502 -0.037 -1.148 0.274 -0.24
H -3.11154 -0.21607 0.66479 -0.577 0.323 0.096 0.16
H -2.71631 1.54146 0.69494 0.051 0.194 -0.087 0.17
H 0.64809 -0.83482 -0.37642 0.246 -0.137 0.255 0.47
H -2.42339 0.49886 2.12748 -0.215 0.243 -0.170 0.18
H 2.55488 -1.16850 -1.67873 0.213 0.213 0.168 0.16
H 3.04627 -0.77914 -0.00864 -0.125 0.291 0.001 0.16
H 2.94592 0.58607 -1.29535 -0.371 -1.979 0.878 0.18
H -1.03473 0.15400 -0.29945 -0.151 0.355 -0.070 0.47
```
Positions in Å, forces in eV/Å.

The value obtained for the HOMO energy is -10.201 eV. As for the structure (SMILES): CO.CO. The value obtained for the total energy is -231.426446 Eh. For the HOMO-LUMO gap, the calculation gives 0.4070 Ha. The value obtained for the energy above the lowest of the compared OMol25 structures with the same formula, charge and spin is 94.2 kJ/mol.